(1)
Here is a molecular structure, C31H32BrGaI2N3O4S from the Open Molecules 2025 dataset. Energies are from ωB97M-V/def2-TZVPD.

XYZ file:
```
75
C31H32BrGaI2N3O4S (ωB97M-V/def2-TZVPD)
Ga -0.0136 0.9621 -1.1187
O 3.3312 0.1047 -3.8327
C 4.2119 -0.1591 -2.8383
C 5.5464 -0.3133 -3.2080
C 6.5073 -0.6074 -2.2621
C 6.1633 -0.7460 -0.9191
C 4.8420 -0.5813 -0.5525
C 3.8508 -0.2951 -1.4937
C 2.4327 -0.1810 -0.9984
O 1.5917 0.5186 -1.8830
N 1.8994 -1.5384 -0.7609
N 0.5574 -1.5576 -0.8661
C -0.0709 -2.6386 -1.0829
C -1.5153 -2.5945 -1.3155
Br -2.1364 -0.8781 -1.8238
C -2.3818 -3.6006 -1.2865
C -2.0604 -4.9789 -0.8563
C -1.1964 -5.2427 0.2070
C -0.9138 -6.5503 0.5753
C -1.4973 -7.6063 -0.1103
C -2.3752 -7.3524 -1.1567
C -2.6610 -6.0471 -1.5213
H 2.4688 0.2986 -3.4255
H 5.7995 -0.1994 -4.2546
H 7.5379 -0.7250 -2.5712
H 6.9161 -0.9705 -0.1760
H 4.5561 -0.6766 0.4908
H 2.4435 0.3299 -0.0259
H 2.4011 -2.2843 -1.2297
H 0.4285 -3.6032 -1.1622
H -3.3972 -3.4164 -1.6216
H -0.7655 -4.4208 0.7676
H -0.2473 -6.7446 1.4054
H -1.2795 -8.6261 0.1783
H -2.8409 -8.1730 -1.6865
H -3.3494 -5.8506 -2.3359
I -4.5132 3.0476 -2.0481
C -2.7072 3.9348 -1.5533
C -2.6314 5.3405 -1.3768
C -1.4529 5.9579 -1.0708
I -1.4252 8.0263 -0.8586
C -0.2679 5.1867 -0.9072
C 1.0280 5.6841 -0.6381
C 2.0892 4.8266 -0.5371
C 1.8757 3.4450 -0.6725
N 0.6804 2.9519 -0.8962
C -0.3759 3.7965 -1.0490
C -1.5953 3.1553 -1.4089
O -1.5777 1.8316 -1.5862
H -3.5306 5.9276 -1.5017
H 1.1736 6.7513 -0.5289
H 3.0889 5.1950 -0.3554
H 2.6936 2.7383 -0.5946
C 0.0267 1.9360 5.2190
C -0.5904 1.6025 3.8624
C 0.0555 0.3496 3.2908
S -0.5463 -0.2903 1.7411
O -0.2282 0.8791 0.7748
C -2.3402 -0.3007 1.9327
C -3.0690 0.9818 1.5422
C -4.5708 0.7097 1.5108
H -0.3991 2.8554 5.6181
H 1.1064 2.0760 5.1414
H -0.1580 1.1401 5.9422
H -0.4471 2.4329 3.1696
H -1.6643 1.4566 3.9754
H -0.0033 -0.5017 3.9778
H 1.1143 0.5119 3.0711
H -2.5129 -0.5902 2.9736
H -2.6672 -1.1314 1.3028
H -2.7334 1.3129 0.5609
H -2.8412 1.7871 2.2385
H -4.8180 -0.0124 0.7289
H -5.1169 1.6280 1.2974
H -4.9324 0.3155 2.4630
```

Computed properties:
Orbital gap, Eh: 0.2823
HOMO, eV: -10.553
Total charge: +1

=====

(2)
Here is a molecular structure, C31H32Cl3N2OP2PtSi in a non-equilibrium geometry from the Open Molecules 2025 dataset. Energies are from ωB97M-V/def2-TZVPD.

XYZ file:
```
73
C31H32Cl3N2OP2PtSi (ωB97M-V/def2-TZVPD)
Pt 0.6947 0.9453 0.8461
C -1.5856 0.9683 -1.7042
C -1.3302 -0.5264 -1.4993
P 0.3367 -1.3267 -1.3645
C -0.2558 -3.0448 -1.2326
C -0.6168 -3.5422 0.0188
C -1.0974 -4.8355 0.1497
C -1.2114 -5.6491 -0.9694
C -0.8565 -5.1644 -2.2191
C -0.3848 -3.8657 -2.3527
C 1.1315 -1.2018 -2.9910
C 3.6225 -1.7416 -2.6119
C 2.2836 -2.2454 -3.0456
C 2.1817 -2.7690 -4.4668
C 1.1969 -2.2246 -5.1462
C 0.4486 -1.1746 -4.3826
P -1.0343 2.1753 -0.4237
C -2.3046 3.4638 -0.6501
C -2.4827 4.0569 -1.9009
C -3.4740 5.0060 -2.0839
C -4.2945 5.3712 -1.0229
C -4.1269 4.7815 0.2196
C -3.1346 3.8276 0.4048
C 0.5214 2.9207 -1.0920
C 1.3827 1.9582 -0.7412
C 3.3217 2.7257 -0.7647
C 3.0050 3.8208 -1.3307
C 1.9876 4.7360 -1.7263
C 0.7319 4.2732 -1.5912
H -2.6752 1.0704 -1.6988
H -1.2538 1.3276 -2.6812
H -1.8339 -1.0656 -2.3078
H -1.8277 -0.8563 -0.5814
H -0.5177 -2.9139 0.8978
H -1.3773 -5.2130 1.1243
H -1.5794 -6.6613 -0.8664
H -0.9510 -5.7957 -3.0930
H -0.1209 -3.4922 -3.3354
H 4.4555 -2.4133 -2.4637
H 2.1103 -3.1000 -2.3696
H 2.7925 -3.5908 -4.8162
H 0.9005 -2.5421 -6.1380
H -0.6313 -1.3479 -4.3877
H -1.8507 3.7779 -2.7361
H -3.6077 5.4626 -3.0557
H -5.0658 6.1154 -1.1694
H -4.7669 5.0615 1.0454
H -3.0040 3.3665 1.3764
H 1.5713 -0.2045 -2.8751
H 0.6072 -0.2078 -4.8585
H 4.1700 3.9148 -1.2996
H 2.2253 5.7301 -2.0697
H -0.1135 4.9106 -1.8045
N 0.1062 0.1722 2.6943
C 0.3329 0.0521 3.8246
N 0.5668 -0.1180 5.0889
C 1.4666 -1.1803 5.5705
C 0.6889 -2.0763 6.5194
O 0.0955 -1.3123 7.5510
C -0.8456 -0.3880 7.0420
C -0.1629 0.6196 6.1326
H 2.3001 -0.7077 6.0936
H 1.8516 -1.7352 4.7163
H 1.3580 -2.7901 6.9961
H -0.0826 -2.6278 5.9665
H -1.2928 0.1163 7.8964
H -1.6332 -0.9167 6.4896
H 0.5602 1.2089 6.6998
H -0.8800 1.2897 5.6624
Cl 3.8446 -0.2406 -1.8480
Si 2.4827 -0.3765 0.5463
Cl 2.6649 -2.3847 0.9233
Cl 4.2658 0.3437 1.2725
```

Computed properties:
2S+1: 3
Orbital gap (spin up / spin down), Eh: 0.2486 / 0.2493
Expectation value of S²: 2.021
HOMO (spin up / spin down), eV: -9.852 / -10.422
Total charge: +1

=====

(3)
Here is a molecular structure, C31H32F12IN5O2Pt from the Open Molecules 2025 dataset. Energies are from ωB97M-V/def2-TZVPD.

XYZ file:
```
84
C31H32F12IN5O2Pt (ωB97M-V/def2-TZVPD)
Pt -0.0409 0.4383 -0.1636
C -4.4556 -1.3850 4.7381
C -3.3007 -1.2652 3.7833
C -1.9835 -1.4340 4.2065
C -0.9363 -1.3239 3.3186
C -1.1484 -1.0847 1.9516
N -0.0208 -1.0351 1.1189
C 1.1129 -1.8422 1.3218
C 0.8911 -3.1997 1.5770
C 1.9352 -4.0554 1.8560
C 3.2524 -3.6017 1.8503
C 4.4030 -4.5260 2.1340
C 3.4706 -2.2668 1.5488
C 2.4306 -1.3714 1.2914
C 2.7704 0.0876 0.9926
O 1.7031 0.9289 0.7173
C 3.8293 0.1745 -0.1518
F 3.7555 1.3618 -0.7783
F 5.0779 0.0226 0.2816
F 3.6126 -0.7701 -1.0808
C 3.3399 0.7726 2.2748
F 4.3826 0.1617 2.8161
F 3.6893 2.0402 2.0093
F 2.3631 0.8126 3.2039
C -2.4692 -0.8749 1.5136
C -3.5081 -0.9709 2.4459
C -2.8207 -0.5814 0.0471
O -1.7547 -0.3586 -0.8046
C -3.5064 -1.8329 -0.5850
F -2.6246 -2.8377 -0.6127
F -3.8857 -1.5707 -1.8390
F -4.5761 -2.2426 0.0926
C -3.7938 0.6304 -0.0479
F -5.0544 0.3844 0.2541
F -3.3746 1.6259 0.8129
F -3.7629 1.2038 -1.2610
H -4.1900 -1.9959 5.5989
H -5.3205 -1.8367 4.2537
H -4.7610 -0.4053 5.1114
H -1.7763 -1.6516 5.2473
H 0.0822 -1.4543 3.6625
H -0.1276 -3.5686 1.5653
H 1.7258 -5.0962 2.0711
H 4.0779 -5.3945 2.7039
H 5.1849 -4.0187 2.6979
H 4.8492 -4.8871 1.2053
H 4.4933 -1.9157 1.5134
H -4.5287 -0.8360 2.1148
N -3.0734 5.3587 0.2413
C -2.0245 4.2695 0.1135
C -1.1977 4.2171 1.3925
C -0.0524 3.1990 1.2969
N -0.5361 1.7652 1.4130
C 0.7739 3.4768 0.0378
C -0.0587 3.4812 -1.2351
N -0.6153 2.1158 -1.4866
C -1.1812 4.5259 -1.1294
H -3.6733 5.2060 1.0564
H -3.6761 5.3970 -0.5850
H -2.6373 6.2792 0.3475
H -2.5997 3.3545 0.0030
H -1.8279 4.0174 2.2644
H -0.7224 5.1910 1.5493
H 0.5975 3.3604 2.1554
H -1.4912 1.6875 1.7568
H 0.0652 1.3090 2.1028
H 1.5637 2.7347 -0.0328
H 1.2725 4.4416 0.1536
H 0.5776 3.7620 -2.0730
H -0.5512 1.8371 -2.4627
H -1.6123 2.0982 -1.2868
H -1.8039 4.5215 -2.0289
H -0.7046 5.5089 -1.0610
I 0.3780 -4.8342 -2.7103
C 0.8403 -2.8168 -2.7393
C 1.6328 -2.2578 -3.7325
C 1.9162 -0.9010 -3.6873
C 1.4211 -0.1467 -2.6479
N 0.6377 -0.6934 -1.7069
C 0.3464 -2.0001 -1.7381
H 2.0314 -2.8737 -4.5275
H 2.5411 -0.4348 -4.4353
H 1.6556 0.9041 -2.5461
H -0.2943 -2.3680 -0.9524
```

Computed properties:
Orbital gap, Eh: 0.2364
HOMO, eV: -12.158
Total charge: +2